Density functional theory data (the ωB97M-V functional and the def2-TZVPD basis) for a 3-piece molecular cluster, C49H56Br2ClN4O6 overall at a distorted geometry.

Output
Largest force on an atom = 3.50 eV Å⁻¹
E_LUMO = -0.109 Eh
Net charge = +1
E_tot = -8179.2244 hartree

Last column: Löwdin charge in e.
Cartesian coordinates (Å):
1 C 0.09191 5.42136 6.11684  -0.139
2 C -0.80550 4.39479 5.39102  -0.233
3 C -0.41791 2.92464 5.77855  -0.629
4 Cl 1.36656 2.74509 6.11015  0.637
5 N -0.78056 2.02099 4.71739  0.072
6 C -1.35292 0.83034 4.87223  -0.293
7 N -1.66449 0.39212 6.09799  0.247
8 C -2.19237 -0.82533 5.87904  -0.406
9 O -2.60671 -1.54332 6.87130  0.189
10 N -2.19557 -1.12403 4.61548  0.059
11 C -2.71953 -2.39970 4.08714  -0.078
12 C -1.67259 -3.53616 3.99788  -0.167
13 C -0.68982 -3.60251 5.19470  -0.176
14 C 0.62100 -2.83467 4.81764  -0.211
15 C 1.41654 -2.34830 6.09820  -0.175
16 C 2.57433 -3.36032 6.35274  -0.191
17 C 3.88641 -2.92251 5.63947  -0.189
18 C 4.75163 -1.95240 6.50272  -0.199
19 C 4.48042 -0.45152 6.21523  -0.206
20 C 4.90229 -0.01211 4.77925  -0.180
21 C 3.70068 0.19807 3.81690  -0.181
22 C 3.93405 1.35399 2.80136  -0.243
23 O 4.79048 0.98057 1.73745  -0.183
24 C 4.08554 0.42855 0.64568  -0.122
25 N -1.68750 -0.06057 3.91228  0.023
26 C -1.53405 0.10514 2.48701  -0.603
27 Br -0.23928 -1.11033 1.66608  0.760
28 C -2.92491 0.05405 1.68857  -0.648
29 C -3.06730 1.30385 0.76228  -0.130
30 Br -2.86488 -1.49317 0.45967  0.728
31 H 0.24886 5.10450 7.16134  0.071
32 H -0.35391 6.42429 6.16667  0.081
33 H 1.07640 5.46405 5.63292  0.062
34 H -1.83515 4.51380 5.77640  0.116
35 H -0.86004 4.53374 4.30046  0.108
36 H -0.91287 2.71697 6.72932  0.110
37 H -0.52935 2.30644 3.77796  0.143
38 H -2.63230 -0.98324 7.66863  0.168
39 H -3.24692 -2.24243 3.13541  0.082
40 H -3.49433 -2.73218 4.79842  0.144
41 H -1.16311 -3.52278 3.02192  0.080
42 H -2.24450 -4.48346 3.99632  0.123
43 H -1.09034 -3.21245 6.14029  0.091
44 H -0.40028 -4.64926 5.39305  0.122
45 H 1.27223 -3.42784 4.16101  0.118
46 H 0.27453 -1.90619 4.33017  0.038
47 H 1.78576 -1.33757 5.86566  0.080
48 H 0.66449 -2.33534 6.90569  0.101
49 H 2.28436 -4.31233 5.87386  0.104
50 H 2.70940 -3.47093 7.43852  0.108
51 H 3.63626 -2.44280 4.67759  0.095
52 H 4.50194 -3.82342 5.47713  0.110
53 H 4.63244 -2.21006 7.56893  0.107
54 H 5.82269 -2.11534 6.27968  0.108
55 H 3.43833 -0.18787 6.45675  0.083
56 H 5.11344 0.13127 6.90961  0.106
57 H 5.42748 0.95700 4.86946  0.108
58 H 5.65615 -0.70295 4.36639  0.121
59 H 3.56780 -0.71042 3.20040  0.098
60 H 2.76131 0.44699 4.34228  0.080
61 H 4.32199 2.25802 3.30119  0.125
62 H 2.94029 1.64685 2.39202  0.105
63 H 3.65711 -0.56169 0.89444  0.081
64 H 3.32490 1.11886 0.22957  0.089
65 H 4.81261 0.26942 -0.16819  0.095
66 H -1.13593 1.11298 2.32341  0.081
67 H -3.78612 -0.05648 2.35750  0.092
68 H -2.45526 2.15547 1.10547  0.077
69 H -2.68515 1.03655 -0.23328  0.061
70 H -4.10703 1.64339 0.68207  0.089
71 C -2.69169 -3.94140 -8.77635  -0.047
72 C -3.29629 -5.05914 -8.20909  -0.048
73 C -3.21708 -5.27417 -6.84271  0.004
74 C -2.52308 -4.37830 -6.03789  -0.082
75 C -1.89680 -3.26822 -6.61057  -0.077
76 C -1.99326 -3.04876 -7.97971  -0.002
77 C -1.11048 -2.32682 -5.77203  -0.258
78 O -0.56687 -1.35577 -6.25949  0.097
79 C -0.99141 -2.59819 -4.31521  -0.072
80 C -0.21201 -1.75760 -3.52696  0.012
81 C -0.10387 -1.99078 -2.16679  -0.070
82 C -0.78112 -3.05988 -1.58559  -0.134
83 C -1.55407 -3.90245 -2.36725  -0.004
84 C -1.65426 -3.67984 -3.73594  -0.076
85 C -2.45987 -4.61137 -4.57136  -0.276
86 O -3.04762 -5.54448 -4.06380  0.111
87 H -2.76175 -3.77094 -9.84341  0.111
88 H -3.83114 -5.76206 -8.83520  0.111
89 H -3.69192 -6.14165 -6.40306  0.123
90 H -1.51858 -2.18401 -8.42395  0.106
91 H 0.31241 -0.92367 -3.97717  0.126
92 H 0.50741 -1.33785 -1.55476  0.092
93 H -0.70071 -3.23726 -0.51920  0.060
94 H -2.07643 -4.73566 -1.91423  0.123
95 C 1.13033 7.26748 -6.34667  -0.056
96 C 1.45640 6.40973 -5.30041  -0.061
97 C 1.08408 5.07640 -5.35319  -0.007
98 C 0.37352 4.59572 -6.44726  -0.084
99 C 0.02632 5.46198 -7.48542  -0.081
100 C 0.41667 6.79543 -7.43597  0.001
101 C -0.77526 4.97781 -8.64125  -0.277
102 O -1.07379 5.73068 -9.54563  0.110
103 C -1.20946 3.55623 -8.66066  -0.083
104 C -2.00639 3.10035 -9.70395  0.000
105 C -2.40703 1.77464 -9.74070  -0.051
106 C -2.00520 0.89528 -8.73940  -0.047
107 C -1.21498 1.34394 -7.69359  0.007
108 C -0.82262 2.67775 -7.64525  -0.076
109 C -0.00464 3.15761 -6.50018  -0.276
110 O 0.34459 2.39388 -5.62050  0.098
111 H 1.42996 8.30737 -6.30808  0.108
112 H 2.00403 6.78345 -4.44403  0.106
113 H 1.34331 4.40955 -4.54110  0.117
114 H 0.15940 7.46502 -8.24640  0.122
115 H -2.31746 3.78118 -10.48572  0.122
116 H -3.03242 1.42293 -10.55204  0.108
117 H -2.31396 -0.14153 -8.77423  0.089
118 H -0.90898 0.65716 -6.91532  0.089